Entry 1:
Computed, not measured: C32H23NO7PReS as an isolated structure, with ωB97M-V/def2-TZVPD.

Results
Total charge: +1
ΔE to the lowest compared entry with this formula, charge and spin in eV: 0.137
LUMO energy (alpha / beta) in eV: -4.20 / -4.09
Molar mass in g/mol: 782.78
Energy in eV: -71627.911
Spin multiplicity: 2
Maximum force in Eh/bohr: 0.01733

Atoms and positions in Å:
C -3.03 -1.36 3.08
O 1.70 1.19 -1.16
C 1.61 4.73 -0.41
H 6.53 -1.91 1.59
C -4.97 -1.04 1.68
O 7.81 -3.81 2.23
C 2.18 2.46 -1.08
C 3.17 -2.48 1.23
C 0.33 5.28 1.54
C 4.45 -0.39 0.90
O 3.05 2.81 -1.83
O 6.70 -5.65 2.49
C 5.54 -3.77 1.88
H -0.14 6.01 2.18
N 6.79 -4.47 2.23
C 1.53 3.37 -0.10
H 5.42 0.12 0.93
C -2.21 -1.10 1.99
H -2.09 -4.61 -3.19
H -5.05 -1.53 3.76
C -1.78 1.26 -1.06
H -3.54 -3.63 -4.93
C -2.26 -1.44 -2.04
O 2.04 -1.89 0.93
C -1.90 -2.79 -2.10
C -2.36 -3.57 -3.14
O 3.48 0.31 0.55
C -1.11 3.03 -2.54
C 4.40 -1.77 1.24
H -0.56 3.37 -3.41
H -1.82 4.98 -2.02
C 0.25 3.93 1.86
S 0.62 1.31 1.60
H -1.13 -1.13 2.11
O -0.27 -0.92 -0.27
C 0.85 2.98 1.04
C 5.59 -2.43 1.58
C 4.33 -4.48 1.87
C -1.81 3.94 -1.75
C 3.16 -3.84 1.54
Re 1.51 -0.16 0.18
H 2.22 -4.37 1.53
P -1.71 -0.47 -0.64
H -4.59 -0.58 -0.38
C -4.15 -0.79 0.59
C -4.41 -1.33 2.92
C -3.53 -1.67 -4.06
C -2.77 -0.81 0.75
H 1.08 6.73 0.15
H -4.16 -1.24 -4.83
C -3.07 -0.88 -3.02
C -1.09 1.69 -2.20
C -3.18 -3.01 -4.12
H -3.03 1.83 0.60
H -3.34 0.17 -2.98
C 1.01 5.68 0.40
C -2.50 2.16 -0.28
H 4.35 -5.53 2.12
H -0.28 3.62 2.75
C -2.50 3.51 -0.63
H -6.05 -1.02 1.56
H -3.05 4.21 -0.03
H -2.60 -1.59 4.04
H -1.27 -3.21 -1.33
H 2.16 5.02 -1.29
H -0.55 0.98 -2.81

---

Entry 2:
Computed, not measured: C2H6O4PZn as an isolated structure at a distorted geometry, with ωB97M-V/def2-TZVPD.

Results
Total charge: +1
LUMO energy in eV: -7.67
Molar mass in g/mol: 190.43
Energy in eV: -68053.604
Spin multiplicity: 1
Maximum force in Eh/bohr: 0.06917

Atoms and positions in Å:
O 2.58 1.03 0.78
H -2.15 1.30 0.89
H -0.86 -0.19 -1.47
H 0.48 1.75 -0.22
C 0.51 -0.81 0.01
H -1.10 -1.87 -0.97
O -2.32 0.74 0.08
H 2.00 0.57 -1.51
H 1.67 -2.31 0.47
P 1.52 0.82 -0.21
C -0.83 -0.87 -0.60
O -1.66 -0.46 0.46
O 1.24 -1.85 -0.28
Zn -1.08 2.15 2.58

---

Entry 3:
Computed, not measured: an isolated ion of composition C5H9IN4 and charge +2 at a distorted geometry, with ωB97M-V/def2-TZVPD.

Results
Total charge: +2
ΔE to the lowest compared entry with this formula, charge and spin in eV: 0.000
Structure (SMILES): C/C=N/[NH+]=C/[NH+]=C/N=C\I
LUMO energy in eV: -8.70
Molar mass in g/mol: 252.06
Energy in eV: -19372.779
Spin multiplicity: 1
Maximum force in Eh/bohr: 0.04537

Atoms and positions in Å:
H -1.33 0.64 -0.94
H 0.91 2.53 -0.29
H 1.13 0.32 0.69
H -0.36 -3.54 2.34
H -1.14 -3.48 0.73
H 1.29 -1.77 1.58
C -0.62 3.13 -1.48
H 0.63 5.76 -2.86
N 0.04 2.23 -0.71
H 0.53 -4.08 0.97
C 0.02 5.49 -1.99
I -0.65 7.08 -0.84
N 0.23 0.09 0.23
C -0.40 0.97 -0.49
H -1.56 2.80 -1.94
C -0.21 -3.34 1.27
N -0.29 -1.13 0.38
C 0.33 -2.01 1.09
N -0.18 4.28 -1.74

---

Number 2 is which compound?
C2H6O4PZn

---

Number 2 is which compound?
C2H6O4PZn

---

Which formula does entry 1 have?
C32H23NO7PReS